Entry 1:
Entry from the OMol25 dataset: C26H33AuN8PS as an isolated structure in a non-equilibrium geometry (wB97M-V/def2-TZVPD).

As for the HOMO-LUMO gap (alpha / beta): 6.38 / 3.09 eV. As for the charge: +3. The value obtained for the HOMO energy (alpha / beta) is -15.478 / -15.478 eV. As for the spin multiplicity: 3. Its expectation value of S² is 2.01. As for the LUMO energy (alpha / beta): -9.1 / -12.4 eV.

Cartesian coordinates (Å):
Au  -0.52124  0.25669  0.21371
C  1.06475  4.61366  -0.11515
C  0.35224  3.48152  0.29119
N  0.47518  2.34254  -0.35684
C  1.31433  2.25047  -1.38997
C  2.10171  3.37312  -1.70853
N  1.94391  4.51255  -1.08380
C  1.35497  0.98582  -2.13495
C  2.03570  0.85629  -3.34399
C  2.04531  -0.36434  -4.02962
C  1.32595  -1.41046  -3.44156
C  0.67097  -1.21692  -2.22663
N  0.69422  -0.04082  -1.59742
C  -0.08553  -2.28764  -1.56957
C  0.07336  -3.65265  -1.86676
N  -0.69536  -4.55815  -1.31398
C  -1.61709  -4.19654  -0.45208
C  -1.71808  -2.85772  -0.06266
N  -0.96399  -1.93841  -0.62818
C  2.81156  -0.54792  -5.28572
C  3.52914  0.51084  -5.85835
C  4.30197  0.27682  -6.99103
N  4.35015  -0.91427  -7.51877
C  3.68517  -1.93407  -7.05319
C  2.88931  -1.79555  -5.91974
H  0.92736  5.58264  0.34224
H  -0.32565  3.50558  1.12853
H  2.86836  3.34712  -2.46913
H  2.54160  1.71538  -3.74651
H  1.24668  -2.36824  -3.92534
H  0.83524  -4.01692  -2.53917
H  -2.26992  -4.96367  -0.06159
H  -2.41830  -2.53098  0.69249
H  3.51958  1.51282  -5.46245
H  4.88343  1.05908  -7.46012
H  3.78325  -2.87757  -7.57354
H  2.36519  -2.66994  -5.56970
C  2.56276  -2.78908  5.90096
C  1.35342  -3.07604  5.00789
N  1.48481  -2.59835  3.63196
C  1.72135  -1.36209  3.21656
S  1.73279  -1.09891  1.50613
N  1.92033  -0.35752  4.04721
C  2.32409  0.98099  3.64759
C  2.59027  1.83568  4.87396
H  2.68561  -3.60202  6.60984
H  2.44691  -1.88249  6.48985
H  3.46974  -2.72440  5.30928
H  0.44874  -2.63980  5.44499
H  1.20359  -4.15229  4.93611
H  1.41861  -3.29612  2.90359
H  2.00165  -0.56167  5.03646
H  1.52783  1.41569  3.03035
H  3.22703  0.91892  3.03061
H  1.73058  1.85735  5.54158
H  2.80645  2.85708  4.56887
H  3.45693  1.46450  5.41780
C  -3.79453  0.55022  0.91924
P  -2.20938  0.65346  1.79351
C  -2.32333  -0.50329  3.19699
C  -2.29984  2.29276  2.58080
H  -4.61117  0.78945  1.60111
H  -3.94779  -0.44164  0.49988
H  -3.79490  1.27116  0.10127
H  -3.26473  -0.32635  3.72146
H  -1.49369  -0.31536  3.87944
H  -2.29140  -1.54009  2.86285
H  -3.09703  2.27206  3.32677
H  -2.55103  3.03895  1.82840
H  -1.36520  2.55389  3.07612



Entry 2:
Entry from the OMol25 dataset: a 2-piece molecular cluster, ClH4NSi overall in a non-equilibrium geometry (wB97M-V/def2-TZVPD).

As for the HOMO-LUMO gap (alpha / beta): 7.00 / 8.91 eV. The value obtained for the energy relative to the best compared isomer or geometry (same formula, charge and spin) is 6.4 kcal per mole. As for the charge: 0. The value obtained for the HOMO energy (alpha / beta) is -6.184 / -11.230 eV. As for the spin multiplicity: 3. Its expectation value of S² is 2.00. As for the LUMO energy (alpha / beta): 0.8 / -2.3 eV.

Cartesian coordinates (Å):
N  -1.14852  -1.08112  -0.45626
Si  0.56688  0.77669  -0.05306
Cl  2.12510  -0.39304  -0.21061
H  -1.79775  -0.86561  0.25935
H  -0.36680  -1.62167  -0.02031
H  0.17854  1.18605  1.35552
H  0.44256  1.99871  -0.87463



Entry 3:
Entry from the OMol25 dataset: a 2-piece molecular cluster, C2H4P2 overall in a non-equilibrium geometry (wB97M-V/def2-TZVPD).

As for the structure (SMILES): C#P.C=P. As for the HOMO-LUMO gap: 9.92 eV. The value obtained for the energy relative to the best compared isomer or geometry (same formula, charge and spin) is 54.4 kcal per mole. As for the charge: 0. The value obtained for the HOMO energy is -9.835 eV. As for the LUMO energy: 0.1 eV.

Cartesian coordinates (Å):
C  0.82366  -0.63214  -1.04241
C  -3.04605  0.36088  -0.91618
P  1.09725  0.75359  -0.13032
P  -3.69531  -0.29508  0.27308
H  -0.20201  -0.90203  -1.25007
H  1.64615  -1.09217  -1.63160
H  -0.36684  0.97710  -0.08427
H  -2.23520  0.90533  -1.41848



Entry 4:
Entry from the OMol25 dataset: an isolated ion of composition C3H9N3O and charge +1 in a non-equilibrium geometry (wB97M-V/def2-TZVPD).

As for the HOMO-LUMO gap (alpha / beta): 9.30 / 3.48 eV. The value obtained for the energy relative to the best compared isomer or geometry (same formula, charge and spin) is 64.1 kcal per mole. As for the charge: +1. The value obtained for the HOMO energy (alpha / beta) is -12.972 / -12.946 eV. As for the spin multiplicity: 2. Its expectation value of S² is 0.76. As for the LUMO energy (alpha / beta): -3.7 / -9.5 eV.

Cartesian coordinates (Å):
O  -1.53996  -0.19090  -0.86925
C  -0.65775  -0.19722  0.05601
N  0.63476  -0.05818  -0.12392
C  0.98142  0.82692  -1.28938
N  2.28866  1.48083  -1.40902
C  -1.05814  -0.79492  1.42972
N  -1.97257  -1.85553  1.22870
H  1.42868  -0.30227  0.47144
H  1.00430  0.18591  -2.29653
H  0.17137  1.70856  -1.30789
H  2.29493  2.49696  -1.64730
H  2.83942  1.51837  -0.51411
H  -1.41905  0.11886  1.96401
H  0.01575  -1.11374  1.70838
H  -2.67877  -1.69422  0.50755
H  -2.33305  -2.12942  2.09159



Entry 5:
Entry from the OMol25 dataset: C17H14CoN6O9PS2 as an isolated structure (wB97M-V/def2-TZVPD).

As for the HOMO-LUMO gap (alpha / beta): 8.16 / 5.79 eV. The value obtained for the energy relative to the best compared isomer or geometry (same formula, charge and spin) is 7.3 kcal per mole. As for the charge: 0. The value obtained for the HOMO energy (alpha / beta) is -9.124 / -9.338 eV. As for the spin multiplicity: 5. Its expectation value of S² is 6.03. As for the LUMO energy (alpha / beta): -1.0 / -3.5 eV.

Cartesian coordinates (Å):
Co  1.67389  0.17214  -1.42620
O  -0.79229  1.54738  -3.87767
C  -0.48498  1.65567  -2.72839
O  0.82116  1.91287  -2.38650
C  -1.44014  1.51951  -1.59367
C  -2.72850  1.94965  -1.82828
C  -3.67640  1.86446  -0.82252
C  -3.36008  1.34132  0.41080
C  -2.07889  0.88036  0.64617
C  -1.05161  0.91361  -0.35067
O  0.11684  0.43211  -0.16375
N  -1.83507  0.35228  1.99329
O  -0.71881  -0.04601  2.27891
O  -2.75422  0.39050  2.78668
N  -5.03546  2.34908  -1.06644
O  -5.84006  2.24991  -0.16209
O  -5.26813  2.83647  -2.15484
H  -2.99362  2.35617  -2.79429
H  -4.10419  1.28670  1.19032
S  2.85409  -1.69021  -0.51797
C  1.51545  -2.76386  -0.56521
C  1.43688  -3.82317  0.35946
C  0.42963  -4.75414  0.30878
C  0.40414  -5.80764  1.28442
N  0.41138  -6.64273  2.07258
C  -0.56600  -4.68171  -0.70271
C  -0.51594  -3.66357  -1.61626
C  0.49072  -2.66644  -1.56185
S  0.40859  -1.41410  -2.70609
C  -1.61180  -5.66218  -0.77104
N  -2.44868  -6.44562  -0.83575
H  2.19657  -3.90917  1.12355
H  -1.26761  -3.59683  -2.39067
N  3.49190  -0.08817  2.31358
C  2.21416  0.64030  2.01682
P  2.76534  2.00067  0.89439
O  4.01059  2.46729  1.56858
O  2.87218  1.47988  -0.52762
C  1.39369  3.20859  0.92894
N  1.10247  3.71400  -0.42396
H  3.47216  -0.57994  3.20346
H  4.23667  0.63827  2.30082
H  3.65017  -0.77228  1.55970
H  1.84249  1.06617  2.94769
H  1.48008  -0.04412  1.60908
H  1.64652  3.99567  1.64375
H  0.50937  2.68297  1.29586
H  1.90751  4.21207  -0.79214
H  0.34053  4.38312  -0.38518
H  0.87735  2.55271  -1.58589



Entry 6:
Entry from the OMol25 dataset: C27H23ClN6O7PdS2 as an isolated structure (wB97M-V/def2-TZVPD).

As for the HOMO-LUMO gap: 6.32 eV. The value obtained for the energy relative to the best compared isomer or geometry (same formula, charge and spin) is 3.1 kcal per mole. As for the charge: -2. The value obtained for the HOMO energy is -2.635 eV. As for the LUMO energy: 3.7 eV.

Cartesian coordinates (Å):
Pd  2.28563  0.16240  0.94432
S  6.81887  0.45618  0.21844
C  7.51739  1.70917  -0.71358
C  7.00604  1.67264  -1.97103
N  6.08452  0.68588  -2.21374
C  5.88268  -0.02302  -1.14383
H  8.23550  2.40056  -0.30591
H  7.26700  2.35756  -2.76531
H  5.20194  -0.86415  -1.04733
N  -0.94156  3.76312  0.31272
C  0.29828  4.19311  -0.08805
O  0.41968  5.16869  -0.81731
C  1.45278  3.40917  0.40729
C  2.68093  3.43509  -0.31217
C  3.69510  2.63306  0.10039
C  3.53524  1.81497  1.27109
N  2.40022  1.89833  2.05481
C  1.37308  2.62843  1.53267
H  -1.72467  4.21617  -0.12750
H  -1.07166  2.80774  0.60297
H  2.76505  4.06967  -1.18419
H  4.63445  2.59509  -0.43854
H  4.42408  1.46269  1.78369
H  0.46368  2.60518  2.12505
O  -7.10914  0.12807  2.38709
S  -7.68419  0.72897  1.20195
O  -8.26934  2.04265  1.40747
O  -8.48159  -0.17058  0.38303
C  -6.26074  1.07687  0.11019
N  -6.54807  1.72939  -1.02032
C  -5.53103  1.98025  -1.82726
C  -4.23138  1.58991  -1.54750
C  -4.04017  0.90598  -0.35549
N  -5.05362  0.65946  0.47475
C  -2.68995  0.44237  0.06354
C  -1.69855  0.14504  -0.86629
C  -0.44607  -0.24677  -0.42345
N  -0.12676  -0.32912  0.86918
C  -1.08345  -0.06512  1.75801
C  -2.37374  0.30891  1.41138
H  -5.75951  2.52307  -2.74051
H  -3.41445  1.82862  -2.21380
H  -1.89466  0.19492  -1.92945
H  0.34556  -0.51060  -1.11564
H  -0.80094  -0.15701  2.80116
H  -3.13004  0.49263  2.16280
C  -1.67666  -3.37487  -1.63917
C  -1.08998  -3.44528  -0.25941
C  -1.88306  -3.32658  0.87025
C  -1.31292  -3.37396  2.13335
Cl  -2.33048  -3.19117  3.54023
C  0.04784  -3.53241  2.28912
C  0.85626  -3.64840  1.16652
C  0.29364  -3.60430  -0.10230
O  1.00323  -3.70255  -1.25694
C  2.41682  -3.75491  -1.15824
C  3.09123  -2.48794  -0.59646
O  2.34856  -1.48194  -0.47940
O  4.29895  -2.60802  -0.34169
H  -2.74413  -3.16128  -1.59230
H  -1.52664  -4.31243  -2.17901
H  -1.18608  -2.59440  -2.22329
H  -2.95057  -3.17367  0.76884
H  0.48492  -3.53863  3.27831
H  1.92561  -3.72425  1.29926
H  2.77635  -3.90664  -2.17546
H  2.73466  -4.61198  -0.55798



- Which of these has the highest charge?
  C26H33AuN8PS



- What is the charge in the fourth record?
  +1



- Number 5 is which compound?
  C17H14CoN6O9PS2



- Among the records above, which one has the lowest charge?
  C27H23ClN6O7PdS2